{
  "formula": "C3H3LiO3Tl",
  "method": "ωB97M-V with the def2-TZVPD basis set",
  "gap_ev": [7.22, 5.94],
  "charge": 2,
  "e_above_lowest_kj_mol": 494.4,
  "s2": 0.76,
  "spin_multiplicity": 2,
  "homo_energy_ha": [-0.637, -0.637],
  "symbols": ["O", "H", "H", "H", "O", "Tl", "C", "C", "Li", "O", "C"],
  "coordinates": [[-0.53286, 1.05353, -0.42300], [1.95438, 0.47811, -0.08534], [0.70409, -2.09769, -0.65558], [1.66314, 0.30989, -1.77596], [-0.90948, 1.12526, 1.78267], [-2.30782, 1.18569, 3.05999], [0.44744, -1.04896, -0.48898], [-0.71452, 0.51101, 0.71954], [-1.26196, -0.86692, -2.07706], [-0.26416, -0.74509, 0.74250], [1.22177, 0.09517, -0.79878]],
  "forces_ev_per_angstrom": [[0.720, 0.380, -1.441], [-0.873, 0.597, 0.815], [-0.217, 0.113, -0.022], [-0.737, -0.134, -0.301], [5.113, -1.579, -6.811], [-6.738, 0.573, 6.520], [-0.559, 0.526, 2.920], [3.206, 1.894, 0.548], [-0.433, 0.266, -0.331], [0.565, -2.859, -1.103], [-0.046, 0.222, -0.793]],
  "mulliken_charge": [-0.482, 0.279, 0.577, 0.303, -0.408, 0.551, -0.724, 1.068, 0.970, -0.254, 0.121]
}